(1)
C5H11O2 | ωB97M-V with the def2-TZVPD basis set

Geometry (Å):
C 0.89 -1.58 -0.91
C -0.07 -2.71 -1.29
H 0.73 -1.26 0.14
H 1.93 -1.90 -1.03
H 0.81 -0.67 -1.51
H -1.10 -2.37 -1.34
H 0.06 -3.47 -0.52
H 0.13 -3.05 -2.32
C -0.91 1.53 0.75
C 0.04 2.62 0.28
C -0.26 0.64 1.82
O -0.87 0.51 2.91
O 0.86 0.16 1.51
H -1.86 1.95 1.10
H -1.18 0.88 -0.09
H 0.29 3.32 1.08
H -0.47 3.21 -0.49
H 0.97 2.19 -0.08

As for the largest force on an atom: 1.3 eV/A. For the HOMO energy, the calculation gives -3.92 eV. The net charge is -1. As for the energy relative to the best compared isomer or geometry (same formula, charge and spin): 5.7 kcal per mole. The calculation puts the total energy at -347.64066 a.u. The spin multiplicity is 1.

---

(2)
C5H11O2 | ωB97M-V with the def2-TZVPD basis set

Geometry (Å):
C 0.36 -1.46 -2.10
C -0.36 -0.12 -1.77
C 1.23 -1.81 -0.85
H -0.38 -2.27 -2.15
H 0.80 -1.41 -3.10
H 0.09 0.37 -0.89
H 1.26 -2.89 -0.63
H 2.29 -1.60 -1.00
H -1.33 -0.36 -1.32
H -0.55 0.66 -2.52
H 0.67 -1.36 -0.03
C -0.54 2.26 2.76
C -0.78 1.15 1.71
O -1.74 0.34 1.75
O 0.15 1.08 0.84
H 0.50 2.53 2.66
H -0.44 1.81 3.77
H -1.26 3.06 2.88

As for the largest force on an atom: 2.2 eV/A. For the HOMO energy, the calculation gives -3.86 eV. The net charge is -1. As for the energy relative to the best compared isomer or geometry (same formula, charge and spin): 23.9 kcal per mole. The calculation puts the total energy at -347.61157 a.u. The spin multiplicity is 1.

---

(3)
C5H11O2 | ωB97M-V with the def2-TZVPD basis set

Geometry (Å):
C -0.76 1.74 1.44
C -0.99 1.76 -0.09
C -0.59 0.35 2.04
H 0.02 2.45 1.70
H -1.66 2.20 1.88
H -1.62 0.92 -0.34
H 0.43 0.19 2.38
H -1.28 0.18 2.86
H -0.03 1.68 -0.58
H -1.59 2.63 -0.36
H -0.72 -0.46 1.32
C 1.44 -2.52 -2.08
C 0.96 -1.25 -1.25
O 1.86 -0.41 -1.07
O -0.26 -1.19 -1.00
H 0.65 -3.10 -2.52
H 2.11 -3.05 -1.42
H 2.02 -2.11 -2.91

As for the largest force on an atom: 1.7 eV/A. For the HOMO energy, the calculation gives -3.92 eV. The net charge is -1. As for the energy relative to the best compared isomer or geometry (same formula, charge and spin): 8.9 kcal per mole. The calculation puts the total energy at -347.63549 a.u. The spin multiplicity is 1.

---

(4)
C5H11O2 | ωB97M-V with the def2-TZVPD basis set

Geometry (Å):
C -0.64 1.47 -0.86
C -0.19 0.21 -1.66
C 0.00 2.69 -1.50
H -0.41 1.43 0.20
H -1.69 1.51 -1.16
H -1.01 -0.17 -2.28
H 0.71 0.47 -2.22
H 1.07 2.74 -1.23
H -0.46 3.58 -1.01
H 0.14 -0.66 -1.08
H -0.09 2.80 -2.58
C 0.24 -2.03 2.85
C 0.60 -2.66 1.40
O 0.02 -2.11 0.43
O 1.28 -3.69 1.45
H -0.01 -0.98 2.62
H 1.09 -2.01 3.50
H -0.65 -2.59 3.12

As for the largest force on an atom: 2.7 eV/A. For the HOMO energy, the calculation gives -3.85 eV. The net charge is -1. As for the energy relative to the best compared isomer or geometry (same formula, charge and spin): 16.2 kcal per mole. The calculation puts the total energy at -347.62380 a.u. The spin multiplicity is 1.

---

(5)
C5H11O2 | ωB97M-V with the def2-TZVPD basis set

Geometry (Å):
C -1.69 1.40 1.54
C -0.22 1.54 1.99
C -2.50 0.28 2.15
H -1.50 1.21 0.47
H -2.16 2.38 1.49
H 0.20 2.52 1.74
H -0.08 1.43 3.08
H -2.96 -0.40 1.44
H 0.38 0.80 1.49
H -3.21 0.64 2.91
H -1.83 -0.29 2.80
C 1.39 -0.05 -0.61
C 1.25 -1.04 -1.79
O 1.98 -2.05 -1.77
O 0.36 -0.73 -2.62
H 2.46 0.17 -0.54
H 1.20 -0.59 0.32
H 0.78 0.85 -0.68

As for the largest force on an atom: 2.1 eV/A. For the HOMO energy, the calculation gives -3.75 eV. The net charge is -1. As for the energy relative to the best compared isomer or geometry (same formula, charge and spin): 14.0 kcal per mole. The calculation puts the total energy at -347.62742 a.u. The spin multiplicity is 1.

---

(6)
C5H11O2 | ωB97M-V with the def2-TZVPD basis set

Geometry (Å):
C 2.49 -0.23 -0.24
C 2.12 1.20 0.00
H 2.53 -1.00 0.59
H 1.81 -0.74 -0.92
H 3.50 -0.30 -0.72
H 1.57 1.26 0.94
H 3.01 1.84 -0.04
H 1.56 1.57 -0.86
C -1.28 -0.54 0.21
C -1.88 0.25 -0.89
C -2.43 -0.98 1.37
O -1.91 -1.65 2.26
O -3.56 -0.66 1.08
H -0.89 -1.51 -0.04
H -0.51 0.05 0.79
H -2.96 0.12 -0.86
H -1.55 -0.01 -1.88
H -1.62 1.32 -0.78

As for the largest force on an atom: 3.1 eV/A. Its expectation value of S² is 0.757. For the HOMO energy (spin up / spin down), the calculation gives -10.85 / -10.50 eV. The net charge is 0. As for the energy relative to the best compared isomer or geometry (same formula, charge and spin): 13.6 kcal per mole. The calculation puts the total energy at -347.49644 a.u. The spin multiplicity is 2.

---

(7)
C5H11O3 | ωB97M-V with the def2-TZVPD basis set

Geometry (Å):
C 0.43 1.74 -0.24
C 1.61 0.77 -0.05
C -0.34 1.57 -1.53
O -0.37 1.79 0.91
H 0.82 2.77 -0.25
H 1.97 0.40 -1.01
H 0.34 1.29 -2.34
H -1.09 0.80 -1.46
H -0.90 2.45 -1.83
H -0.52 0.93 1.36
H 1.25 -0.05 0.56
H 2.39 1.30 0.48
C -1.05 -2.55 0.25
C -0.34 -1.84 1.42
O -0.86 -0.72 1.70
O 0.59 -2.41 2.01
H -0.51 -3.32 -0.30
H -1.56 -1.85 -0.42
H -1.87 -3.07 0.75

As for the largest force on an atom: 1.2 eV/A. For the HOMO energy, the calculation gives -4.50 eV. The net charge is -1. As for the energy relative to the best compared isomer or geometry (same formula, charge and spin): 11.7 kcal per mole. The calculation puts the total energy at -422.89506 a.u. The spin multiplicity is 1.

---

(8)
C5H11O3 | ωB97M-V with the def2-TZVPD basis set

Geometry (Å):
O -0.93 -0.18 -1.88
C -0.65 0.96 -1.39
O -1.13 2.01 -1.90
C 0.22 1.10 -0.16
C 0.02 -0.09 0.83
C -0.50 0.48 2.16
C 1.35 -0.79 1.14
H 0.02 1.99 0.42
H 1.22 1.26 -0.60
H -0.71 -0.86 0.53
H -1.48 0.12 2.51
H -0.41 1.56 2.27
H 0.04 0.07 3.04
H 1.37 -1.62 1.86
H 1.90 -0.09 1.79
H 1.80 -1.03 0.20
H -0.75 -0.86 -3.66
H -0.72 -2.24 -3.17
O -0.69 -1.78 -4.00

As for the largest force on an atom: 3.4 eV/A. For the HOMO energy, the calculation gives -4.07 eV. The net charge is -1. As for the energy relative to the best compared isomer or geometry (same formula, charge and spin): 21.7 kcal per mole. The calculation puts the total energy at -422.87915 a.u. The spin multiplicity is 1.